This record from the OMol25 dataset describes the molecule C23H40N2O3. The level of theory is ωB97M-V/def2-TZVPD.

XYZ file:
```
68
Properties=species:S:1:pos:R:3:forces:R:3:lowdin_charge:R:1
H 3.5300 -1.4618 -3.4308 -0.1 0.0 -0.2 0.073
C 3.2289 1.4211 2.5411 -0.2 -0.1 -0.2 -0.183
C 1.9369 1.7443 0.3792 0.0 0.0 0.2 -0.059
C 4.4493 -1.2755 -1.4728 -0.2 0.0 0.1 -0.183
H -4.5880 4.0067 1.1114 -0.1 0.0 0.1 0.071
H -0.4122 -1.5374 -1.7073 0.1 -0.1 0.0 0.109
O 4.9369 0.0984 0.8507 0.2 0.0 0.0 0.138
C -2.1584 -2.2852 -0.6976 0.3 -0.1 0.2 -0.198
C -0.1449 -1.2299 0.3763 0.4 -0.3 -0.2 -0.434
H 5.1527 -0.4863 -1.7458 0.1 0.0 0.1 0.122
H 3.4226 1.2309 -1.8420 0.0 0.0 0.0 0.152
H -3.3583 1.9609 0.1170 -0.1 -0.1 0.1 0.116
C -4.4252 -4.4758 1.5745 -0.1 0.2 -0.2 -0.120
H 2.2637 -1.1249 2.3341 0.0 0.0 0.0 0.152
H 1.8118 3.0379 2.8452 -0.1 0.1 0.0 0.071
C -2.5404 -3.2641 0.4096 -0.3 0.2 -0.2 -0.228
H -2.6410 -1.3254 -0.5088 -0.1 0.0 -0.1 0.109
H 1.3992 1.5499 3.7029 -0.2 0.0 0.1 0.073
H -4.2675 5.6071 0.4403 -0.1 0.1 0.1 0.066
C -4.3746 4.5528 0.1950 0.2 0.0 -0.1 -0.119
H -0.4012 2.9814 -0.5606 0.1 0.0 0.1 0.122
C 1.7127 -0.4268 1.6902 -0.1 0.2 0.2 -0.052
C 4.0785 -2.0713 -2.7180 0.0 0.1 0.2 -0.083
C -3.1053 4.0197 -0.4589 -0.3 -0.2 0.1 -0.276
H -5.5020 -4.6265 1.6032 -0.1 -0.1 0.1 0.065
H 4.9666 -1.9294 -0.7671 0.1 0.1 0.0 0.122
H 1.7477 -2.0486 -1.2442 0.0 -0.1 0.0 0.120
H -0.1383 -3.0340 -0.7873 0.1 0.0 -0.1 0.123
H -2.9035 4.5849 -1.3721 0.1 0.0 0.0 0.110
H -4.3914 -3.8867 -0.4932 0.0 0.1 -0.1 0.107
C 2.6423 0.5026 -1.5859 0.0 -0.2 -0.2 -0.053
H 3.7072 0.6567 3.1569 0.1 0.0 0.0 0.122
H -2.2654 4.1730 0.2214 0.1 0.0 0.0 0.100
H -3.9483 -5.4403 1.4115 0.0 -0.1 0.0 0.069
H 4.0176 2.1022 2.2141 0.1 -0.1 0.0 0.121
H -2.0345 -4.2195 0.2425 0.1 -0.1 0.0 0.116
H 1.0466 2.1025 0.8908 0.1 0.1 0.0 0.121
H -2.5151 -2.6635 -1.6580 0.0 0.0 0.0 0.118
H -4.1299 2.3950 -1.4078 -0.1 0.0 0.0 0.113
O -0.8954 -0.6581 1.1463 -0.5 0.1 0.1 0.050
C 2.2194 2.1882 3.3862 0.1 -0.1 -0.1 -0.083
C -3.2313 2.5367 -0.8027 0.3 0.2 -0.2 -0.224
H 2.2189 0.0960 -2.5063 0.2 0.1 0.1 0.126
C 3.2729 -0.6185 -0.7353 0.3 -0.2 -0.2 -0.325
N 1.2056 -1.1328 0.5373 0.0 -0.1 0.3 -0.028
C -0.6473 -2.0679 -0.7812 -0.5 0.1 -0.1 -0.101
C -2.0353 1.9884 -1.5770 0.0 -0.1 0.2 -0.194
H 0.8475 -0.0471 2.2370 0.2 -0.1 0.0 0.126
C -0.7529 1.9651 -0.7461 -0.4 0.0 -0.3 -0.107
C 3.7795 0.0719 0.5165 -0.3 0.0 -0.1 -0.304
H 2.6173 2.5918 0.2133 -0.1 0.0 0.1 0.151
H 2.7326 -2.5004 0.1685 0.0 0.0 -0.1 0.151
H 2.7133 2.5669 4.2777 0.0 0.1 0.1 0.076
H -1.8715 2.5811 -2.4792 0.0 -0.1 -0.1 0.121
H -2.2007 -2.8656 1.3668 0.1 0.0 0.1 0.111
H 4.9867 -2.4200 -3.2035 0.0 -0.1 -0.1 0.076
O 0.1303 0.5924 -2.5036 -0.3 -0.1 -0.3 0.052
C 2.2143 -1.6726 -0.3366 0.1 0.0 -0.2 -0.059
H -0.9632 1.4798 0.2100 0.1 0.1 0.1 0.111
H 3.4783 -2.9425 -2.4695 -0.1 -0.1 -0.1 0.071
H -5.2248 4.4411 -0.4744 -0.1 0.0 0.0 0.070
C 0.3307 1.1838 -1.4577 0.2 0.3 0.2 -0.435
N 1.5694 1.1703 -0.8882 0.2 0.1 -0.3 -0.031
C 2.6556 0.7274 1.2962 0.2 0.2 0.3 -0.325
H -4.5508 -2.5444 0.6399 0.0 0.1 -0.1 0.110
H -2.2519 0.9673 -1.8950 0.0 0.0 -0.1 0.108
H -4.1054 -4.0959 2.5423 0.0 0.0 0.1 0.070
C -4.0474 -3.4980 0.4686 0.2 -0.2 0.2 -0.273
```
Positions in Å, forces in eV/Å.

Its frontier orbital gap is 9.480 eV. The total energy comes out at -33625.0025 eV. As for the structure (SMILES): CCCCCC(=O)N1C[C@]2(CC)CN(C(=O)CCCCC)C[C@](CC)(C1)C2=O. The value obtained for the highest occupied orbital energy is -8.8 eV.

---

This record from the OMol25 dataset describes a cluster of 7 separate species, C23H40N3O21P in total at a distorted geometry. The level of theory is ωB97M-V/def2-TZVPD.

XYZ file:
```
88
Properties=species:S:1:pos:R:3:forces:R:3:lowdin_charge:R:1
C 1.7240 -1.9867 3.5017 -0.3 -0.2 0.3 -0.122
H -3.6090 0.2826 -0.8607 0.3 0.0 0.3 0.087
C 1.4968 -1.0695 2.3314 -0.5 0.0 -0.4 -0.129
O -6.9316 2.0808 2.1532 0.3 -0.1 -0.1 0.074
H 6.4693 0.8870 2.9968 0.1 0.1 -0.1 0.105
O 8.1494 2.0924 3.2478 0.1 -0.1 0.3 0.062
O -7.0623 1.8380 7.9922 0.2 0.1 -0.2 0.076
O 0.0757 -4.4344 -7.1735 -0.1 0.2 -0.1 0.064
H -3.3574 -0.5143 -6.0571 -0.1 0.3 0.3 0.052
H -2.1640 -0.8520 -1.9567 0.4 0.2 -0.1 0.141
O 2.6068 -1.9337 -3.2142 0.2 0.2 -0.2 0.110
C -1.6472 0.1089 -2.1871 -0.6 -0.7 -0.4 -0.407
H -5.7948 1.4840 9.6048 -0.2 0.1 -0.1 0.136
H -4.2320 -0.4183 -3.2396 0.2 0.2 -0.2 0.108
C 8.9189 2.2935 4.3450 0.1 0.1 -0.1 -0.575
O 4.1819 -1.5625 -1.6329 -0.1 -0.2 -0.4 0.056
H -4.6211 3.1743 8.3562 -0.1 0.0 0.0 0.136
C 5.9709 -2.2512 -2.8800 0.5 0.0 -0.2 -0.117
O 8.6354 1.3863 5.3131 0.0 0.0 -0.2 0.058
N -2.4442 0.7712 -3.2340 -0.2 -0.5 0.1 -0.019
O 9.7334 3.1500 4.4462 0.1 0.1 0.0 0.162
C -0.1843 -2.1927 -7.5578 -0.1 0.5 0.1 -0.129
H -6.8289 2.3742 4.1928 0.1 0.1 -0.3 0.097
N -0.2703 -0.3575 -4.2557 -0.3 -0.3 0.8 0.029
H 0.4694 -3.0480 -5.6713 -0.1 -0.2 0.0 0.122
H 6.6752 -3.0752 -2.9775 -0.2 -0.1 -0.1 0.135
O 3.1483 -2.0983 3.5336 0.1 0.2 -0.1 0.066
C 3.7399 -2.0003 -2.8239 -0.1 -0.1 0.2 -0.558
H 8.0365 0.0609 2.9138 0.0 0.0 0.1 0.136
C -3.3451 -0.2163 -3.8705 -0.1 -0.2 -1.1 -0.269
H 1.3809 -1.5567 4.4463 0.1 0.0 0.0 0.132
H 1.4143 -1.6075 1.3845 0.1 0.1 0.0 0.126
O 0.6719 2.3675 -1.8069 -0.2 -1.5 -1.5 -0.162
H 0.6008 -0.8205 -4.4869 0.0 0.1 -0.3 0.039
C 7.4591 0.6793 4.9130 -0.2 -0.3 0.3 -0.125
O 4.7445 -2.5455 -3.5498 -0.2 0.1 0.0 0.069
H 1.4384 2.9264 -1.6677 0.4 0.1 0.0 0.065
H 1.6754 -3.1522 -6.9705 0.0 0.0 0.0 0.135
C -4.8148 2.2419 7.8209 0.5 0.1 0.1 -0.116
C 3.6579 -1.0015 2.9250 -0.1 0.1 -0.1 -0.559
O -5.4731 2.5448 6.5889 -0.1 -0.1 0.1 0.050
O -0.8207 -5.1324 -9.1161 0.0 -0.1 -0.1 0.168
H -4.5671 3.5558 2.5039 0.0 -0.1 0.0 0.133
H 6.4098 -1.3545 -3.3234 -0.1 0.0 0.0 0.136
C -5.8214 1.3704 8.5229 0.1 -0.3 0.4 -0.118
C 0.6066 -3.1807 -6.7432 0.3 0.1 0.4 -0.128
C -4.9741 2.7590 3.1329 0.3 0.3 0.1 -0.117
H -2.6862 0.3375 0.6946 -0.1 0.0 -0.4 0.092
H 0.0032 -1.2838 -2.4214 0.3 0.6 0.2 0.120
H 1.2603 -2.9622 3.3690 0.2 0.0 0.0 0.134
H 5.4955 -2.9601 -0.8833 0.0 0.0 0.0 0.137
P 1.1534 0.8297 -2.2163 1.5 -0.2 2.8 0.664
H 0.6197 -0.4374 2.4553 0.2 0.2 -0.1 0.135
H -3.1712 1.8335 -0.1293 0.2 -0.4 -0.1 0.094
H 6.1238 -1.3006 -0.9338 -0.2 0.1 0.0 0.138
N 1.8396 0.1159 -0.9727 -0.8 0.8 -1.1 -0.163
H 0.3874 -1.2994 -7.8041 -0.1 -0.1 -0.2 0.133
H -3.2439 1.1817 -5.5375 -0.4 -0.2 0.0 0.066
O 2.2120 1.0289 -3.5113 -1.9 0.2 1.2 -0.183
H 6.5887 1.1459 5.3809 0.0 0.0 0.0 0.134
C -6.4692 2.8403 3.2766 -0.2 0.2 0.3 -0.113
H -4.4595 2.7681 4.0915 0.0 -0.2 -0.1 0.120
H -3.8693 1.7338 7.6410 -0.1 0.1 -0.2 0.135
H -5.7066 0.3128 8.2738 0.0 0.1 0.0 0.136
H 7.5090 -0.3632 5.2205 0.2 0.1 0.1 0.133
O -1.5683 0.8243 -0.9854 -0.1 -0.1 -0.5 -0.154
H 1.8266 0.7313 -0.1640 0.2 -0.1 0.0 -0.025
O 2.6918 -0.2852 2.3126 0.2 -0.2 0.3 0.062
H -3.0385 1.4914 -2.8410 0.3 0.1 0.2 0.115
O -4.7932 1.5067 2.4667 -0.1 0.0 0.0 0.046
H -1.1141 -1.8958 -7.0665 0.0 0.0 0.0 0.122
H -4.8274 0.2639 -5.4696 0.4 0.3 0.1 0.062
C -6.8074 2.4094 6.7934 -0.3 0.0 0.1 -0.555
H -0.2578 0.5862 -4.6229 -0.1 -0.1 -0.2 0.077
C -0.2562 -0.2740 -2.7746 0.3 0.9 -0.8 -0.310
O 4.8116 -0.7080 2.9302 0.2 0.0 0.1 0.148
C -2.8175 0.7988 -0.2952 -0.3 0.6 0.4 -0.077
H -6.8401 3.8625 3.2326 -0.1 -0.1 -0.1 0.141
H -2.8306 -1.1844 -3.9867 0.0 0.5 0.3 0.098
H 2.4540 0.1278 -3.7590 0.3 -0.2 -0.1 0.016
O -7.6414 2.7478 6.0185 -0.1 0.1 0.2 0.158
C -0.4504 -4.2548 -8.4108 -0.1 -0.2 -0.1 -0.572
O -6.0632 0.3429 1.0189 0.1 -0.1 -0.1 0.157
C 7.4685 0.8463 3.4192 -0.3 -0.2 -0.4 -0.132
C -3.7377 0.2213 -5.3263 0.2 -0.4 0.5 -0.084
C -5.9444 1.2261 1.8043 -0.2 -0.1 -0.1 -0.574
O -0.4978 -2.9387 -8.7347 0.1 -0.1 0.1 0.062
C 5.5187 -2.0340 -1.4631 0.3 0.0 0.4 -0.112
```
Positions in Å, forces in eV/Å.

Its frontier orbital gap is 8.260 eV. The total energy comes out at -81256.5548 eV. As for the structure (SMILES): CCN[C@H](OC)[C@@H](N)P(=N)(O)O.O=C1OCCO1.O=C1OCCO1.O=C1OCCO1.O=C1OCCO1.O=C1OCCO1.O=C1OCCO1. The value obtained for the highest occupied orbital energy is -8.3 eV.

---

This record from the OMol25 dataset describes a structure of composition C23H40N6OSTi. The level of theory is ωB97M-V/def2-TZVPD.

XYZ file:
```
72
Properties=species:S:1:pos:R:3:forces:R:3:lowdin_charge:R:1
H 1.6789 -5.7678 -0.0868 0.0 0.0 0.0 0.117
C 2.3694 0.3583 -1.1542 -0.1 -0.1 0.0 -0.296
H -1.5224 -1.1807 3.4082 0.0 0.0 0.0 0.077
C -2.8954 -1.6219 0.2568 0.0 0.0 0.0 -0.041
H -0.6595 4.9343 0.2679 0.0 0.0 0.0 0.127
N 0.9136 0.8814 2.4965 -0.1 0.1 0.1 -0.121
C -0.8194 1.0767 -3.7619 0.0 0.0 0.0 0.002
H -2.0807 -2.1851 -0.1992 0.0 0.0 0.0 0.041
H -3.1677 0.6125 2.8769 0.0 0.0 0.0 0.075
C -1.8109 -1.7490 2.5189 0.0 0.0 0.0 -0.043
H -3.7342 3.1703 -1.7771 0.0 0.0 0.0 0.079
H 0.7433 4.2457 2.9805 0.0 0.0 0.0 0.124
H 3.9254 -1.0720 -0.8881 0.0 0.0 0.0 0.086
H -3.3029 -0.9517 -0.5025 0.0 0.0 0.0 0.081
H 3.4032 1.7909 1.2453 0.0 0.0 0.0 0.116
C 0.3136 0.4283 -4.3033 0.0 0.0 0.0 -0.045
H -2.5175 2.7341 1.2475 0.0 0.0 0.0 0.109
H 0.9245 3.4494 0.4029 0.0 0.0 0.0 0.121
N -1.5202 2.3897 -0.5065 0.1 0.0 0.0 -0.031
H 3.8377 0.1135 0.9756 0.0 0.0 0.0 0.114
H -4.3326 -0.6316 2.3917 0.0 0.0 0.0 0.087
C 1.3861 0.1543 -3.4881 0.0 0.0 0.0 -0.006
H -3.6790 -2.3144 0.5703 0.0 0.0 0.0 0.089
O 1.3540 -2.0428 0.5888 0.0 -0.1 0.0 -0.542
H -2.5570 -2.4847 2.8257 0.0 0.0 0.0 0.090
H -1.1687 4.6086 1.9208 0.0 0.0 0.0 0.124
C 1.9878 -3.4744 -1.5929 0.0 0.0 -0.1 -0.323
C 1.4337 -4.8270 -2.0100 0.0 0.0 0.0 -0.234
H 3.8305 -0.4266 -2.5302 0.0 0.0 0.0 0.072
H -0.3423 2.1328 3.5725 0.0 0.0 0.0 0.128
H -2.6031 3.7104 -3.0241 0.0 0.0 0.0 0.105
H 2.8518 -3.5679 -0.9310 0.0 0.0 0.0 0.103
C -2.3768 -0.8106 1.4481 0.0 0.0 -0.1 -0.700
H -0.9286 -2.2660 2.1383 0.0 0.0 0.0 0.059
C -2.0935 3.3257 0.4311 -0.1 -0.1 0.2 -0.167
H 4.5045 0.5561 -1.2372 0.0 0.0 0.0 0.095
Ti -0.0893 1.0839 0.4874 0.3 0.2 -0.5 0.931
C 0.7095 2.1117 3.2772 0.0 0.0 0.0 -0.169
H 0.3194 0.1592 2.8838 0.0 0.0 0.0 0.097
H -3.4001 2.1476 -3.1738 0.0 0.0 0.0 0.089
C -0.8541 1.3162 -2.4165 0.0 0.0 0.0 -0.215
C -3.5269 0.0136 2.0369 0.1 0.0 0.0 -0.055
H 2.0747 3.3941 2.2169 0.0 0.0 0.0 0.117
H 2.2063 -5.4536 -2.4547 0.0 0.0 0.0 0.118
N 2.0274 0.7691 0.0495 0.0 0.0 0.0 -0.044
H 0.6465 -4.6994 -2.7575 0.0 0.0 0.0 0.118
S 0.6910 -2.7032 -0.5832 0.0 0.1 0.1 0.922
H 0.1599 -4.3283 1.0504 0.0 0.0 0.0 0.091
C 1.0077 3.3395 2.4332 0.0 0.0 0.0 -0.164
C 2.2855 0.3379 2.4131 0.0 0.0 0.0 -0.159
H 0.3641 0.2164 -5.3618 0.0 0.0 0.0 0.109
C -2.9571 2.8432 -2.4630 0.0 0.0 0.0 0.005
C 0.8615 -5.4375 -0.7291 0.0 0.0 0.0 -0.222
C 0.0598 -4.3361 -0.0343 0.0 0.0 0.0 -0.300
H 0.2386 -6.3062 -0.9384 0.0 0.0 0.0 0.115
C 2.9899 0.7807 1.1380 0.0 0.0 0.0 -0.193
H 2.1822 -0.7444 2.3692 0.0 0.0 0.0 0.106
C -0.9105 4.1398 0.9720 0.0 -0.1 0.0 -0.141
H 2.2959 -0.2494 -3.9101 0.0 0.0 0.0 0.109
N 0.1407 0.9028 -1.5815 0.0 -0.1 -0.1 0.019
H 2.8697 0.6020 3.2994 0.0 0.0 0.0 0.127
C 3.7296 -0.1733 -1.4786 0.0 0.0 0.0 -0.011
H -3.9329 0.6844 1.2765 0.0 0.0 0.0 0.074
C -1.8216 2.1966 -1.7354 0.0 0.0 0.1 -0.235
N -1.3363 0.0794 0.9978 -0.2 -0.1 0.2 -0.098
H -1.6188 1.4130 -4.4068 0.0 0.0 0.0 0.113
N 0.2699 3.2476 1.1511 0.0 0.1 0.1 -0.103
H -0.9996 -4.3645 -0.2886 0.0 0.0 0.0 0.081
H 2.2254 -2.8084 -2.4214 0.0 0.0 0.0 0.079
H -2.8790 3.9724 0.0372 0.1 0.0 -0.1 0.120
H 1.3144 2.1224 4.1892 0.0 0.0 0.0 0.128
C 1.3109 0.4324 -2.1151 0.0 0.0 0.1 -0.233
```
Positions in Å, forces in eV/Å.

The total charge is +1. Its frontier orbital gap (alpha / beta) is 5.791 / 7.870 eV. As for the spin multiplicity: 2. As for the expectation value of S²: 0.77. The total energy comes out at -69435.7381 eV. The value obtained for the highest occupied orbital energy (alpha / beta) is -8.5 / -10.8 eV.